No. 1
The following is a DFT calculation (the ωB97M-V functional and the def2-TZVPD basis) of 2 unconnected molecules or ions with the total composition H4NOPS in a non-equilibrium geometry.

CARTESIAN COORDINATES (ANGSTROEM)
N -1.553 -0.530 0.183
O 0.470 -0.625 1.505
P -0.401 0.499 0.740
S 1.670 0.725 -1.985
H -1.346 -1.519 0.145
H -2.253 -0.199 -0.459
H 1.321 -0.330 1.829
H 2.092 1.979 -1.958

Values from the calculation:
Kohn-Sham gap (alpha / beta) = 6.83 / 5.84 eV
ΔE to the lowest compared entry with this formula, charge and spin = 2.036 eV
LUMO energy (alpha / beta) = -0.0309 / -0.0488 hartree
Energy = -23725.54078 eV
F_max = 1.56 eV/Å

What are the Löwdin partial charges on each atom? They are as follows, in elementary charge units:
1. N -0.1927
2. O -0.3419
3. P 0.8440
4. S -0.0601
5. H 0.0610
6. H 0.0505
7. H 0.0528
8. H -0.4137

=====

No. 2
The following is a DFT calculation (the ωB97M-V functional and the def2-TZVPD basis) of a molecular structure, C16H13N2O6Y in a non-equilibrium geometry.

CARTESIAN COORDINATES (ANGSTROEM)
O -0.081 -0.460 -5.057
C -1.246 0.149 -4.655
Y 0.709 -0.251 -3.032
O 3.560 0.208 -5.349
C 2.791 0.075 -4.517
C -2.231 -0.778 -4.064
O -3.331 -0.674 -3.523
C -1.374 -2.071 -3.552
O -1.505 -3.210 -3.863
C -0.925 1.468 -3.915
O -1.278 2.577 -4.238
H -2.299 0.004 -5.253
C -0.392 0.713 3.597
N -0.794 0.696 2.205
N 0.001 0.195 1.230
C -0.572 0.433 0.018
O -0.028 0.065 -1.090
C -1.784 1.112 0.284
C -1.875 1.268 1.651
C -2.906 1.915 2.490
C 1.217 -0.488 1.529
C 1.204 -1.532 2.455
C 2.409 -2.133 2.822
C 3.609 -1.720 2.224
C 3.596 -0.710 1.252
C 2.398 -0.092 0.898
H 0.645 1.054 3.719
H -0.502 -0.276 4.060
H -1.052 1.413 4.120
H -2.478 1.432 -0.470
H -3.370 1.214 3.201
H -2.511 2.763 3.069
H -3.703 2.301 1.843
H 0.259 -1.860 2.894
H 2.404 -2.920 3.577
H 4.551 -2.194 2.509
H 4.523 -0.398 0.772
H 2.363 0.711 0.157

Values from the calculation:
Kohn-Sham gap (alpha / beta) = 6.43 / 5.59 eV
ΔE to the lowest compared entry with this formula, charge and spin = 3.106 eV
LUMO energy (alpha / beta) = -0.3178 / -0.3483 hartree
Energy = -33090.70806 eV
Total charge = +2
F_max = 5.73 eV/Å

What are the Löwdin partial charges on each atom? They are as follows, in elementary charge units:
1. O -0.2495
2. C -0.4289
3. Y 1.6687
4. O 0.1961
5. C 0.0509
6. C -0.3695
7. O 0.1693
8. C -0.0413
9. O 0.2094
10. C -0.0854
11. O 0.2291
12. H 0.2542
13. C 0.0391
14. N -0.0345
15. N 0.0657
16. C -0.3398
17. O -0.2163
18. C 0.0931
19. C -0.2218
20. C 0.0072
21. C -0.1984
22. C -0.0172
23. C -0.0321
24. C -0.0405
25. C -0.0576
26. C -0.0286
27. H 0.1234
28. H 0.1022
29. H 0.1023
30. H 0.1273
31. H 0.1121
32. H 0.1066
33. H 0.1025
34. H 0.1244
35. H 0.1253
36. H 0.1240
37. H 0.1165
38. H 0.1117

=====

No. 3
The following is a DFT calculation (the ωB97M-V functional and the def2-TZVPD basis) of a single C4H8O2 molecule.

CARTESIAN COORDINATES (ANGSTROEM)
O -0.467 2.405 -0.230
C 0.311 1.254 -0.016
C -0.344 -0.019 -0.514
C 0.431 -1.267 -0.840
C -0.318 -1.207 0.447
O 0.399 -1.079 1.632
H -1.384 2.185 -0.024
H 0.517 1.147 1.087
H 1.297 1.445 -0.447
H -1.281 0.131 -1.054
H 1.513 -1.210 -0.759
H 0.060 -1.907 -1.634
H -1.251 -1.755 0.555
H 0.518 -0.122 1.797

Values from the calculation:
Kohn-Sham gap = 10.77 eV
ΔE to the lowest compared entry with this formula, charge and spin = 2.330 eV
Structure (SMILES) = OC[C@H]1C[C@H]1O
LUMO energy = 0.0314 hartree
Energy = -8370.95129 eV
F_max = 0.91 eV/Å

What are the Löwdin partial charges on each atom? They are as follows, in elementary charge units:
1. O -0.0500
2. C -0.2339
3. C -0.2010
4. C -0.0595
5. C -0.3343
6. O -0.0220
7. H 0.0909
8. H 0.1103
9. H 0.1317
10. H 0.1405
11. H 0.1175
12. H 0.1045
13. H 0.1416
14. H 0.0637

=====

No. 4
The following is a DFT calculation (the ωB97M-V functional and the def2-TZVPD basis) of a single C5H9NO molecule in a non-equilibrium geometry.

CARTESIAN COORDINATES (ANGSTROEM)
O -2.399 -1.276 0.637
C -1.291 -0.734 -0.037
C -0.869 1.087 -0.207
C 0.490 0.528 0.034
C 1.554 0.440 -1.002
N 1.754 1.207 0.236
C 0.013 -0.720 0.726
H -2.353 -1.137 1.597
H -1.315 -1.159 -1.026
H -1.734 0.849 0.387
H -0.996 1.702 -1.100
H 1.528 1.045 -1.908
H 2.065 -0.517 -1.122
H 2.330 0.683 0.892
H 0.613 -1.622 0.635
H -0.165 -0.481 1.786

Values from the calculation:
Kohn-Sham gap = 9.19 eV
ΔE to the lowest compared entry with this formula, charge and spin = 4.907 eV
Structure (SMILES) = O[C@H]1C[C@]2(CN2)C1
LUMO energy = 0.0310 hartree
Energy = -8864.30574 eV
F_max = 2.87 eV/Å

What are the Löwdin partial charges on each atom? They are as follows, in elementary charge units:
1. O -0.0179
2. C -0.2720
3. C 0.0395
4. C -0.5345
5. C -0.1129
6. N 0.0591
7. C -0.1027
8. H 0.1005
9. H 0.1359
10. H 0.0682
11. H 0.0901
12. H 0.1021
13. H 0.1050
14. H 0.0915
15. H 0.1183
16. H 0.1300

=====

No. 5
The following is a DFT calculation (the ωB97M-V functional and the def2-TZVPD basis) of a molecular structure, H12O7V in a non-equilibrium geometry.

CARTESIAN COORDINATES (ANGSTROEM)
O 0.528 1.405 -0.128
V 0.368 -0.120 -0.117
O 0.038 -2.271 -0.265
H 0.099 -3.018 0.356
H -0.479 -2.620 -1.012
O -1.487 0.076 0.924
H -1.956 0.870 1.285
H -1.716 -0.684 1.480
O -1.922 2.772 1.109
H -1.890 3.652 1.507
H -1.868 2.949 0.162
O -0.462 0.062 -2.100
H -0.765 -0.732 -2.566
H -0.454 0.764 -2.771
O 2.208 -0.377 -1.217
H 2.895 -1.062 -1.208
H 2.530 0.332 -1.796
O 1.235 -0.559 1.808
H 1.987 -1.172 1.821
H 1.109 -0.267 2.726

Values from the calculation:
Kohn-Sham gap (alpha / beta) = 9.67 / 10.07 eV
ΔE to the lowest compared entry with this formula, charge and spin = 0.000 eV
LUMO energy (alpha / beta) = -0.3098 / -0.2952 hartree
Energy = -40201.01095 eV
Spin multiplicity = 2
Total charge = +2
F_max = 2.21 eV/Å

What are the Löwdin partial charges on each atom? They are as follows, in elementary charge units:
1. O -0.1586
2. V 1.0230
3. O -0.0366
4. H 0.1280
5. H 0.1167
6. O -0.0533
7. H 0.0917
8. H 0.1091
9. O -0.0375
10. H 0.0838
11. H 0.0604
12. O -0.0244
13. H 0.1136
14. H 0.1338
15. O -0.0307
16. H 0.1249
17. H 0.1238
18. O -0.0208
19. H 0.1175
20. H 0.1356

=====

No. 6
The following is a DFT calculation (the ωB97M-V functional and the def2-TZVPD basis) of a molecular structure, C2H2OS2 in a non-equilibrium geometry.

CARTESIAN COORDINATES (ANGSTROEM)
C -0.838 0.322 0.780
C 0.073 0.070 -0.131
O 1.053 -1.965 -0.412
S -0.920 2.082 0.450
S 0.579 1.514 -0.907
H -1.407 -0.242 1.482
H 1.459 -1.781 -1.262

Values from the calculation:
Kohn-Sham gap (alpha / beta) = 8.22 / 8.24 eV
ΔE to the lowest compared entry with this formula, charge and spin = 4.771 eV
LUMO energy (alpha / beta) = -0.0565 / -0.0560 hartree
Energy = -25818.97090 eV
F_max = 3.90 eV/Å

What are the Löwdin partial charges on each atom? They are as follows, in elementary charge units:
1. C -0.4983
2. C -0.5615
3. O -0.1810
4. S 0.5924
5. S 0.6210
6. H 0.0724
7. H -0.0450

=====

No. 7
The following is a DFT calculation (the ωB97M-V functional and the def2-TZVPD basis) of a molecular structure, C37H40AsN4NaPS in a non-equilibrium geometry.

CARTESIAN COORDINATES (ANGSTROEM)
Na 0.453 1.102 -0.551
C 0.759 -3.002 1.950
C -0.665 -2.912 2.408
C -1.236 -3.993 3.086
C -2.556 -3.952 3.551
C -3.268 -2.771 3.439
C -2.647 -1.689 2.817
C -1.385 -1.706 2.295
P -0.524 -0.188 1.642
C -1.817 1.156 1.860
C -1.716 2.072 2.919
C -2.484 3.185 3.036
C -3.450 3.376 2.073
C -3.580 2.444 1.040
C -2.762 1.384 0.833
C -2.902 0.400 -0.316
C 0.761 0.129 2.928
C 0.425 0.036 4.235
C 1.341 0.178 5.265
C 2.690 0.463 4.905
C 3.070 0.461 3.565
C 2.141 0.250 2.514
C 2.543 0.130 1.190
H 0.925 -4.017 1.553
H 1.445 -2.802 2.765
H 1.005 -2.315 1.164
H -0.704 -4.972 3.186
H -2.936 -4.892 3.952
H -4.312 -2.694 3.786
H -3.180 -0.710 2.819
H -0.915 1.909 3.689
H -2.375 3.800 3.904
H -4.109 4.252 2.036
H -4.350 2.619 0.289
H -3.661 0.796 -1.014
H -3.171 -0.619 0.010
H -1.945 0.340 -0.843
H -0.614 -0.029 4.553
H 1.000 0.203 6.288
H 3.476 0.672 5.643
H 4.078 0.608 3.163
H 1.913 -0.224 0.386
H 3.598 0.226 0.918
S 0.005 2.473 -3.107
C 0.378 1.073 -4.083
N 0.970 1.015 -5.225
N 1.076 -0.307 -5.742
C 2.150 -1.094 -5.455
C 2.371 -2.220 -6.319
C 3.454 -3.037 -6.042
C 4.318 -2.757 -4.936
C 4.082 -1.722 -4.069
C 2.984 -0.901 -4.323
N -0.180 -0.175 -3.653
N 0.126 -0.596 -2.504
C -0.468 -1.823 -2.150
C 0.251 -2.750 -1.401
C -0.349 -3.938 -1.085
C -1.664 -4.210 -1.458
C -2.367 -3.295 -2.247
C -1.737 -2.110 -2.581
H 0.918 -0.248 -6.757
H 1.678 -2.441 -7.084
H 3.658 -3.897 -6.697
H 5.036 -3.513 -4.695
H 4.648 -1.477 -3.182
H 2.690 -0.093 -3.634
H 1.187 -2.462 -1.020
H 0.198 -4.646 -0.458
H -2.199 -5.062 -1.117
H -3.338 -3.516 -2.552
H -2.285 -1.313 -3.065
C -0.056 5.139 1.743
As 0.177 4.060 0.115
C -0.941 5.228 -1.111
C 1.912 4.838 -0.261
H 0.072 6.165 1.454
H 0.655 4.875 2.527
H -1.050 4.937 2.053
H -0.533 6.192 -0.987
H -2.006 5.147 -0.808
H -0.758 4.922 -2.109
H 1.772 5.898 -0.377
H 2.309 4.360 -1.138
H 2.496 4.575 0.611

Values from the calculation:
Kohn-Sham gap = 5.17 eV
LUMO energy = 0.0785 hartree
Energy = -130356.51249 eV
Total charge = -1
F_max = 2.87 eV/Å

What are the Löwdin partial charges on each atom? They are as follows, in elementary charge units:
1. Na -0.0040
2. C -0.0628
3. C -0.2660
4. C -0.0559
5. C -0.1063
6. C -0.0967
7. C -0.1153
8. C -0.2969
9. P 1.1390
10. C -0.3086
11. C -0.0999
12. C -0.1312
13. C -0.0852
14. C -0.0740
15. C -0.3011
16. C -0.0429
17. C -0.3527
18. C -0.1909
19. C -0.1366
20. C -0.1093
21. C -0.0885
22. C -0.3813
23. C -0.0944
24. H 0.0752
25. H 0.0951
26. H 0.0210
27. H 0.1199
28. H 0.0950
29. H 0.1031
30. H 0.1115
31. H 0.1103
32. H 0.1038
33. H 0.1066
34. H 0.1105
35. H 0.0889
36. H 0.0860
37. H 0.0332
38. H 0.1039
39. H 0.0698
40. H 0.0889
41. H 0.0986
42. H -0.0410
43. H 0.0234
44. S 0.4777
45. C -0.8944
46. N 0.0108
47. N -0.0420
48. C -0.2660
49. C -0.0430
50. C -0.1020
51. C -0.1311
52. C -0.1069
53. C -0.0373
54. N 0.0491
55. N 0.0639
56. C -0.2699
57. C -0.0241
58. C -0.0840
59. C -0.0696
60. C -0.0643
61. C -0.0429
62. H 0.1351
63. H 0.0842
64. H 0.0959
65. H 0.0767
66. H 0.1007
67. H 0.0969
68. H 0.0951
69. H 0.1023
70. H 0.0890
71. H 0.0808
72. H 0.1102
73. C -0.3126
74. As 1.0769
75. C -0.2866
76. C -0.3256
77. H 0.0123
78. H 0.0353
79. H -0.0353
80. H -0.0110
81. H 0.0294
82. H -0.0570
83. H 0.0150
84. H 0.0068
85. H 0.0192

=====

No. 8
The following is a DFT calculation (the ωB97M-V functional and the def2-TZVPD basis) of a molecular structure, C39H53N4NaO3PSSi.

CARTESIAN COORDINATES (ANGSTROEM)
Na -0.130 -0.079 0.065
C 0.491 -5.368 -1.344
C 0.168 -4.307 -0.294
C 0.935 -4.595 0.993
C -1.329 -4.311 -0.018
O 0.502 -2.982 -0.723
Si 1.633 -2.492 -1.846
S 1.916 -0.474 -1.775
O 3.000 -3.427 -1.627
C 4.266 -3.147 -1.042
C 4.953 -4.502 -0.901
C 4.113 -2.496 0.331
C 5.082 -2.237 -1.957
O 0.972 -3.070 -3.247
C 1.355 -2.914 -4.602
C 0.897 -4.177 -5.323
C 0.636 -1.685 -5.152
C 2.866 -2.755 -4.746
H 0.184 -6.346 -0.967
H 1.559 -5.394 -1.561
H -0.042 -5.161 -2.271
H 0.648 -5.566 1.403
H 0.710 -3.826 1.734
H 2.006 -4.599 0.794
H -1.584 -3.530 0.696
H -1.882 -4.137 -0.943
H -1.643 -5.271 0.399
H 4.361 -5.156 -0.258
H 5.949 -4.390 -0.467
H 5.047 -4.976 -1.880
H 3.537 -3.137 0.999
H 3.591 -1.543 0.233
H 5.095 -2.326 0.780
H 5.249 -2.717 -2.923
H 6.056 -2.025 -1.506
H 4.549 -1.300 -2.114
H -0.182 -4.301 -5.209
H 1.391 -5.050 -4.892
H 1.134 -4.125 -6.388
H -0.442 -1.805 -5.035
H 0.862 -1.537 -6.212
H 0.949 -0.805 -4.590
H 3.370 -3.640 -4.354
H 3.207 -1.879 -4.193
H 3.135 -2.636 -5.799
N 3.433 0.444 2.458
C 3.175 -0.706 3.168
C 1.916 -1.074 2.809
N 1.397 -0.185 1.905
C 2.331 0.714 1.709
C 2.173 1.866 0.836
N 1.100 2.084 0.124
C 1.315 3.260 -0.536
C 2.543 3.759 -0.222
N 3.089 2.859 0.665
H 4.303 0.944 2.456
H 3.901 -1.149 3.824
H 1.358 -1.933 3.140
H 0.576 3.672 -1.200
H 3.070 4.642 -0.535
H 3.995 2.934 1.087
C -5.227 -2.819 1.803
C -3.921 -2.994 2.531
C -3.753 -4.145 3.304
C -2.607 -4.380 4.042
C -1.586 -3.441 4.026
C -1.727 -2.310 3.244
C -2.875 -2.063 2.482
P -2.683 -0.522 1.489
C -3.948 -0.613 0.144
C -3.528 -1.390 -0.938
C -4.329 -1.595 -2.051
C -5.567 -0.977 -2.109
C -5.978 -0.168 -1.060
C -5.195 0.030 0.075
C -5.716 0.930 1.162
C -3.024 0.793 2.640
C -3.450 0.574 3.951
C -3.485 1.583 4.892
C -3.022 2.860 4.501
C -2.616 3.118 3.225
C -2.671 2.123 2.179
C -2.421 2.434 0.861
H -5.937 -3.581 2.126
H -5.109 -2.896 0.722
H -5.661 -1.842 2.010
H -4.559 -4.871 3.328
H -2.515 -5.285 4.630
H -0.683 -3.595 4.605
H -0.929 -1.575 3.207
H -2.547 -1.852 -0.901
H -3.978 -2.216 -2.865
H -6.208 -1.110 -2.973
H -6.940 0.329 -1.117
H -6.741 1.232 0.938
H -5.094 1.823 1.242
H -5.699 0.452 2.141
H -3.738 -0.431 4.246
H -3.806 1.389 5.907
H -2.984 3.660 5.235
H -2.274 4.113 2.956
H -2.083 3.426 0.589
H -2.583 1.732 0.053

Values from the calculation:
Kohn-Sham gap = 4.12 eV
ΔE to the lowest compared entry with this formula, charge and spin = 0.279 eV
LUMO energy = 0.0582 hartree
Energy = -85833.08809 eV
Total charge = -1
F_max = 0.26 eV/Å

Atom charges from the Löwdin analysis, given in e for atoms 1 to 99:
1. Na 0.1450
2. C -0.0357
3. C -0.6281
4. C -0.0157
5. C -0.0220
6. O -0.1640
7. Si -0.1713
8. S 0.3599
9. O -0.1649
10. C -0.6578
11. C -0.0349
12. C -0.0491
13. C -0.0505
14. O -0.1614
15. C -0.6635
16. C -0.0377
17. C -0.0372
18. C -0.0454
19. H 0.0863
20. H 0.0763
21. H 0.0801
22. H 0.0873
23. H 0.0697
24. H 0.0629
25. H 0.0624
26. H 0.0857
27. H 0.0904
28. H 0.0787
29. H 0.0807
30. H 0.0828
31. H 0.0700
32. H 0.0386
33. H 0.0851
34. H 0.0763
35. H 0.0809
36. H 0.0366
37. H 0.0827
38. H 0.0833
39. H 0.0796
40. H 0.0851
41. H 0.0802
42. H 0.0536
43. H 0.0824
44. H 0.0598
45. H 0.0854
46. N 0.1103
47. C -0.0932
48. C -0.1226
49. N 0.1254
50. C -0.2803
51. C -0.2988
52. N 0.1038
53. C -0.1176
54. C -0.0882
55. N 0.1032
56. H 0.1468
57. H 0.1083
58. H 0.0902
59. H 0.1073
60. H 0.1019
61. H 0.1432
62. C -0.0327
63. C -0.2515
64. C -0.0627
65. C -0.0960
66. C -0.0969
67. C -0.1285
68. C -0.3231
69. P 1.1122
70. C -0.3284
71. C -0.1189
72. C -0.0924
73. C -0.0962
74. C -0.0587
75. C -0.2688
76. C -0.0448
77. C -0.3841
78. C -0.1499
79. C -0.1542
80. C -0.1457
81. C -0.0888
82. C -0.3903
83. C -0.0752
84. H 0.0735
85. H 0.0780
86. H 0.0724
87. H 0.1013
88. H 0.0942
89. H 0.0972
90. H 0.0825
91. H 0.0790
92. H 0.0987
93. H 0.0938
94. H 0.1016
95. H 0.0719
96. H 0.0752
97. H 0.0690
98. H 0.0933
99. H 0.0684